ORCA calculation (ωB97M-V with the def2-TZVPD basis set) on a molecular structure, C28H32N5O4PTl.

Properties
ΔE to the lowest compared entry with this formula, charge and spin: 66.3 kcal per mole
HOMO (alpha / beta): -4.00 / -4.00 eV
M: 737.952 g mol⁻¹
charge: -1
Kohn-Sham gap (alpha / beta): 6.28 / 6.28 eV

Geometry as XYZ:
```
71
C28H32N5O4PTl (ωB97M-V with the def2-TZVPD basis set)
Tl 0.321 1.075 0.952
N 3.169 0.703 1.164
C 3.401 -0.657 1.644
C 2.812 -1.690 0.688
N 1.356 -1.635 0.677
C 0.712 -2.894 1.090
C -0.763 -2.763 1.497
N -1.662 -2.500 0.390
H 3.477 1.383 1.846
H 3.650 0.880 0.289
H 4.470 -0.879 1.779
H 2.891 -0.750 2.605
H 3.228 -1.521 -0.311
H 3.151 -2.677 1.017
H 1.002 -1.351 -0.226
H 0.821 -3.662 0.304
H 1.236 -3.239 1.984
H -1.043 -3.677 2.041
H -0.813 -1.922 2.184
H -1.933 -3.355 -0.079
H -2.499 -2.029 0.709
C 4.603 -1.677 -3.822
C 4.163 -0.407 -3.481
C 2.820 -0.182 -3.210
C 1.895 -1.223 -3.288
C 2.360 -2.508 -3.580
C 3.700 -2.731 -3.856
P 0.106 -1.023 -2.895
C -0.627 -1.282 -4.567
C 0.034 -1.701 -5.719
C -0.658 -1.842 -6.916
C -2.014 -1.563 -6.982
C -2.687 -1.163 -5.836
C -2.001 -1.036 -4.641
C 0.022 0.798 -2.783
C 0.042 1.525 -3.982
C 0.071 2.905 -3.973
C 0.066 3.568 -2.758
C 0.023 2.848 -1.575
C 0.002 1.441 -1.519
H 5.647 -1.849 -4.052
H 4.865 0.418 -3.426
H 2.476 0.806 -2.931
H 1.656 -3.334 -3.581
H 4.043 -3.730 -4.097
H 1.096 -1.901 -5.695
H -0.129 -2.161 -7.805
H -2.542 -1.646 -7.924
H -3.748 -0.950 -5.875
H -2.519 -0.724 -3.740
H 0.052 1.001 -4.930
H 0.109 3.455 -4.906
H 0.097 4.652 -2.733
H -0.012 3.401 -0.639
O -5.210 0.098 4.085
C -5.482 0.583 2.903
O -6.613 0.859 2.542
C -4.334 0.801 1.984
C -4.454 1.334 0.720
N -3.218 1.381 0.198
N -2.297 0.919 1.041
C -2.943 0.553 2.139
C -2.173 -0.022 3.311
O -2.844 -0.303 4.341
O -0.955 -0.197 3.157
H -4.178 -0.070 4.215
H -5.338 1.657 0.199
H -2.921 1.753 -0.690
C 0.347 3.034 1.925
H -0.378 2.877 2.740
H 1.320 3.112 2.439
```

Mulliken atomic charge list, values in e, 2 entries: 1.4115, -0.3884

ORCA calculation (ωB97M-V with the def2-TZVPD basis set) on a molecular structure, C28H33AsF7N5SiTi.

Properties
ΔE to the lowest compared entry with this formula, charge and spin: 33.6 kcal per mole
HOMO: -14.32 eV
M: 723.468 g mol⁻¹
charge: +2
Kohn-Sham gap: 7.12 eV

Geometry as XYZ:
```
76
C28H33AsF7N5SiTi (ωB97M-V with the def2-TZVPD basis set)
Ti -0.186 -0.016 0.276
C -3.224 1.136 -0.661
C -2.400 2.068 -1.519
C -1.539 1.254 -2.445
C -1.605 1.485 -3.813
C -0.917 0.673 -4.693
C -0.176 -0.378 -4.176
C -0.131 -0.538 -2.810
N -0.787 0.253 -1.941
N -2.464 0.375 0.383
C -3.119 -0.965 0.507
C -2.329 -2.084 -0.109
C -2.968 -3.241 -0.522
C -2.218 -4.313 -0.972
C -0.835 -4.199 -1.006
C -0.267 -3.010 -0.609
N -0.991 -1.965 -0.171
C -2.543 1.104 1.683
C -1.978 0.230 2.768
C -2.410 0.339 4.073
C -1.925 -0.552 5.017
C -1.066 -1.556 4.601
C -0.683 -1.598 3.273
N -1.098 -0.704 2.370
H -3.684 0.408 -1.327
H -4.033 1.678 -0.166
H -1.839 2.785 -0.925
H -3.095 2.649 -2.124
H -2.212 2.304 -4.176
H -0.963 0.851 -5.759
H 0.377 -1.054 -4.813
H 0.485 -1.314 -2.382
H -4.114 -0.933 0.064
H -3.269 -1.215 1.556
H -4.047 -3.298 -0.476
H -2.704 -5.227 -1.287
H -0.206 -5.012 -1.338
H 0.805 -2.873 -0.632
H -3.583 1.348 1.914
H -1.991 2.044 1.599
H -3.118 1.111 4.342
H -2.232 -0.479 6.051
H -0.692 -2.300 5.287
H -0.025 -2.380 2.931
C 3.547 -2.157 -0.985
Si 2.933 -0.916 0.265
C 2.157 -1.801 1.700
C 4.254 0.267 0.775
N 1.518 0.009 -0.462
C 1.896 1.075 -1.321
C 2.965 1.080 -2.214
C 3.257 2.230 -2.935
C 2.504 3.387 -2.778
C 1.425 3.407 -1.900
C 1.171 2.247 -1.225
F 0.101 2.167 -0.342
H 4.262 -2.806 -0.469
H 4.088 -1.695 -1.810
H 2.784 -2.808 -1.414
H 2.877 -2.510 2.116
H 1.290 -2.399 1.406
H 1.877 -1.107 2.493
H 4.877 -0.217 1.532
H 3.841 1.172 1.220
H 4.901 0.547 -0.057
H 3.564 0.192 -2.352
H 4.092 2.224 -3.622
H 2.756 4.279 -3.334
H 0.823 4.290 -1.737
F 0.408 1.084 1.765
As 1.249 2.545 2.901
F -0.081 3.456 2.310
F 2.106 2.910 1.459
F 1.936 3.754 3.839
F 2.394 1.313 3.228
F 0.228 1.889 4.105
```

Mulliken atomic charge list, values in e, 2 entries: -1.9524, -1.1462

ORCA calculation (ωB97M-V with the def2-TZVPD basis set) on a molecular structure, C28H33BrFeN10S3 at a distorted geometry.

Properties
ΔE to the lowest compared entry with this formula, charge and spin: 0.0 kcal per mole
HOMO (alpha / beta): -6.77 / -6.79 eV
M: 741.592 g mol⁻¹
Kohn-Sham gap (alpha / beta): 6.49 / 6.53 eV
expectation value of S²: 6.014
spin multiplicity: 5

Geometry as XYZ:
```
76
C28H33BrFeN10S3 (ωB97M-V with the def2-TZVPD basis set)
Fe 0.335 -0.178 -0.591
C 3.516 0.881 4.990
C 2.898 -0.396 4.369
N 3.039 -0.341 2.951
C 2.057 -0.329 2.044
S 2.535 0.137 0.468
N 0.869 -0.599 2.505
N -0.086 -0.516 1.550
C -1.302 -0.743 1.917
C -1.663 -1.213 3.286
C -2.354 -0.627 0.850
C -3.714 -0.583 1.183
C -4.671 -0.511 0.145
C -4.197 -0.420 -1.159
C -2.839 -0.395 -1.359
N -1.929 -0.503 -0.404
H 3.527 0.882 6.081
H 2.913 1.751 4.711
H 4.545 1.067 4.635
H 1.837 -0.477 4.558
H 3.362 -1.308 4.766
H 3.934 0.013 2.568
H -0.702 -1.403 3.751
H -2.208 -2.181 3.220
H -2.247 -0.513 3.870
H -4.000 -0.740 2.239
H -5.731 -0.565 0.405
H -4.892 -0.446 -1.973
H -2.475 -0.293 -2.363
S 2.982 -1.191 -2.541
C 2.109 -2.346 -1.633
N 0.968 -2.201 -0.956
C 0.613 -3.434 -0.305
C -0.510 -3.692 0.507
C -0.643 -4.940 1.128
C 0.330 -5.919 0.919
C 1.457 -5.676 0.137
C 1.556 -4.439 -0.477
S 2.782 -3.953 -1.584
H -1.194 -2.912 0.704
H -1.569 -5.178 1.676
H 0.184 -6.901 1.396
H 2.216 -6.450 0.035
C 1.185 2.894 -0.941
N -0.041 2.060 -0.529
C -0.446 2.513 0.835
N -0.728 3.944 0.893
C 0.464 4.663 0.501
N 0.889 4.335 -0.875
C -0.247 4.602 -1.734
N -1.472 3.853 -1.377
C -1.149 2.449 -1.427
C -1.825 4.236 -0.011
H 1.445 2.662 -1.969
H 2.027 2.675 -0.320
H 0.320 2.244 1.580
H -1.316 1.947 1.145
H 1.258 4.395 1.174
H 0.271 5.765 0.505
H 0.065 4.354 -2.746
H -0.467 5.662 -1.693
H -0.918 2.141 -2.431
H -2.044 1.903 -1.087
H -2.724 3.725 0.333
H -1.979 5.284 0.046
Br -0.361 -3.634 -5.087
C 0.169 -1.880 -4.600
C 0.991 -1.104 -5.390
C 1.240 0.167 -4.925
C 0.689 0.596 -3.744
N -0.077 -0.185 -2.961
C -0.322 -1.389 -3.400
H 1.436 -1.435 -6.300
H 1.904 0.798 -5.482
H 0.984 1.625 -3.432
H -0.860 -2.088 -2.770
```

Mulliken atomic charge list, values in e, 2 entries: 0.2896, -1.1186

ORCA calculation (ωB97M-V with the def2-TZVPD basis set) on a molecular structure, C28H33ClLaN2O2 at a distorted geometry.

Properties
ΔE to the lowest compared entry with this formula, charge and spin: 77.0 kcal per mole
HOMO (alpha / beta): -0.21 / -1.81 eV
M: 603.943 g mol⁻¹
charge: -1
Kohn-Sham gap (alpha / beta): 2.63 / 4.20 eV

Geometry as XYZ:
```
67
C28H33ClLaN2O2 (ωB97M-V with the def2-TZVPD basis set)
La -0.703 -0.522 0.426
Cl -2.426 -1.709 1.620
N 1.359 -1.845 0.667
N -1.819 1.409 -0.623
C 1.318 -3.049 0.100
C -2.750 1.089 -1.519
C 1.914 -1.899 2.024
C 1.891 -3.412 2.250
C 1.024 -1.122 2.999
C 3.257 -1.166 1.936
H -0.008 -1.541 3.031
H 1.042 -0.050 2.695
H 1.475 -1.183 3.997
H 3.939 -1.646 1.205
H 3.763 -1.101 2.911
H 2.999 -0.135 1.621
C -2.288 2.442 0.305
C -3.780 2.438 -0.034
C -1.442 3.680 -0.013
C -1.995 2.038 1.753
H -2.486 1.072 2.016
H -2.369 2.830 2.415
H -0.890 2.001 1.878
H -1.563 3.997 -1.069
H -0.397 3.373 0.192
H -1.675 4.528 0.647
O -3.899 1.708 -1.320
H -4.232 3.431 -0.068
H -4.375 1.946 0.769
O 1.705 -4.018 0.910
H 1.070 -3.699 2.945
H 2.771 -3.797 2.769
C 1.067 -3.281 -1.369
C -2.486 0.272 -2.761
C -1.917 -1.186 -2.674
H -1.681 0.831 -3.275
H -3.379 0.368 -3.425
C -0.523 -1.381 -2.215
C -0.274 -2.829 -2.034
H 0.345 -0.386 -1.851
C -1.059 -3.854 -2.621
C -2.270 -3.518 -3.210
C -0.609 -5.305 -2.706
C -2.714 -2.204 -3.263
H -2.863 -4.296 -3.680
C -4.003 -1.924 -4.021
H -4.518 -2.786 -4.475
H -3.790 -1.276 -4.874
H -4.785 -1.420 -3.445
H 0.315 -5.366 -3.286
H -1.281 -6.014 -3.215
H -0.394 -5.783 -1.746
H 1.360 -4.332 -1.607
H 1.826 -2.647 -1.864
C 0.997 1.217 0.664
C 1.759 2.199 0.961
C 2.589 3.260 1.383
C 3.897 3.547 0.861
C 4.783 4.454 1.458
C 4.466 5.256 2.539
C 3.169 5.113 2.986
C 2.234 4.130 2.499
H 4.186 2.959 -0.032
H 5.804 4.494 1.071
H 5.197 5.913 3.009
H 2.862 5.718 3.792
H 1.258 3.966 2.993
```

Mulliken atomic charge list, values in e, 2 entries: 1.4379, -0.6332